[1]
ORCA calculation (ωB97M-V with the def2-TZVPD basis set) on a molecular structure, C4H5NO.

```
11
Properties=species:S:1:pos:R:3:forces:R:3
O -0.367 1.349 0.039 0.0 0.1 0.0
H -2.017 1.174 1.256 0.2 -0.1 -0.1
H 1.248 0.047 0.645 0.1 0.3 0.0
C 0.403 -1.024 0.675 0.0 -0.1 0.0
C 0.249 -0.846 -0.847 0.0 -0.1 -0.1
H -0.756 -0.939 -1.254 0.1 0.1 0.1
N -0.764 -0.502 1.294 0.0 0.1 -0.1
C 0.670 0.514 -0.417 0.1 0.0 -0.2
H 1.445 1.090 -0.925 -0.1 -0.3 0.2
H 0.995 -1.377 -1.435 -0.1 0.1 0.1
C -1.132 0.643 0.912 -0.2 -0.1 0.1
```
Forces are in eV/Å.

As for the multiplicity: 1. The calculation puts the calculated total energy at -285.25443 Ha. The calculation puts the relative energy (zero: lowest compared OMol25 entry of this formula, charge and spin) at 100.50 kcal per mole. The value obtained for the LUMO energy is 0.920 eV. The charge is 0.

---

[2]
ORCA calculation (ωB97M-V with the def2-TZVPD basis set) on a molecular structure, C46H40ClGeN3O6RuSTe.

```
100
Properties=species:S:1:pos:R:3:forces:R:3
C 0.649 -4.321 -2.507 0.1 -0.2 -0.1
C 1.214 0.659 -3.080 0.0 0.1 0.1
H 1.250 -1.757 2.186 0.0 0.0 0.0
S -0.166 -0.375 -4.977 0.0 0.0 0.0
H 0.509 -3.780 -3.447 0.0 0.1 0.1
C 5.334 -0.538 -1.809 0.0 0.0 0.0
H 6.014 0.302 -1.740 0.0 0.0 0.0
C 0.886 7.626 -2.576 0.0 0.0 0.0
C -0.738 -0.355 -3.370 -0.1 0.0 0.1
H 2.228 1.488 -1.355 0.0 0.0 0.0
H -0.287 -4.500 -0.561 0.1 0.0 0.0
H 2.394 0.719 -6.285 0.0 0.0 0.0
H -1.357 3.469 -3.533 0.0 0.0 0.0
C 3.603 -2.735 -1.973 0.1 0.0 -0.1
C 2.037 -7.043 1.178 0.0 0.0 0.0
C 3.216 -6.680 -5.615 0.1 0.0 0.0
Ru -0.183 -0.017 -0.168 -0.4 0.5 0.1
H 6.425 -6.519 -4.561 0.0 0.0 0.0
N 0.038 0.197 -2.486 0.1 -0.2 -0.2
H 0.693 7.707 -4.712 0.0 0.0 0.0
O 1.850 0.277 0.796 0.0 0.2 -0.1
C 2.251 1.327 -2.423 0.0 0.0 -0.1
C -0.325 -2.476 -1.028 0.0 0.3 0.2
C -5.167 -0.218 0.843 0.0 0.0 0.0
C -1.989 -0.640 3.835 0.0 -0.1 -0.1
H 1.266 -7.720 1.523 0.0 0.0 0.0
C -0.387 -3.898 -1.470 -0.1 -0.1 0.0
N -0.650 -1.034 1.900 0.0 0.2 0.2
H 3.340 -2.449 0.138 0.0 0.0 0.0
C 3.236 -6.947 1.868 0.0 0.0 0.0
C 4.681 -0.999 -0.674 0.0 0.1 0.0
C 2.349 0.891 -5.219 0.0 0.0 0.0
H 2.612 -7.093 -6.412 0.0 0.0 0.0
C 5.123 -1.168 -3.025 0.0 0.1 0.0
C 5.355 -6.358 -4.577 0.0 0.0 -0.1
C -0.010 5.002 -2.797 0.0 0.0 0.0
C 0.285 5.531 -1.546 0.0 0.1 0.1
H -1.060 -1.049 5.724 0.0 0.0 0.0
H 0.325 2.939 -3.335 0.0 0.0 0.0
C 4.225 -6.088 1.411 0.0 0.0 0.0
H -5.468 0.571 -1.143 0.0 0.0 0.0
C 0.141 5.794 -3.932 0.0 0.0 0.0
H 1.060 -1.842 4.661 0.0 0.0 0.0
H 3.403 -7.545 2.755 0.0 0.0 0.0
C 1.269 0.443 -4.459 0.1 0.0 0.0
C 0.142 4.688 -0.303 0.0 0.0 0.0
H 4.843 -0.511 0.279 0.0 0.0 0.0
H 1.097 4.400 0.124 0.0 0.0 0.0
C 3.829 -2.088 -0.760 -0.1 -0.1 0.1
C 0.228 -1.496 4.066 0.0 0.0 0.0
C 2.810 -5.407 -0.436 0.1 0.1 0.1
C 4.011 -5.327 0.271 0.0 0.1 0.0
O 0.281 1.681 1.789 0.0 0.2 0.0
C -0.950 -1.063 4.649 0.0 0.0 0.0
C 0.736 6.846 -1.444 0.0 0.0 0.0
H 5.370 -5.211 -2.781 0.0 0.0 0.0
C 3.372 -5.405 -3.560 0.0 -0.1 -0.1
Cl 1.724 1.552 1.580 -0.2 -0.4 -0.1
H 4.792 -4.654 -0.064 0.0 0.0 0.0
C 4.265 -2.255 -3.104 0.0 -0.1 -0.1
H -1.400 -4.072 -1.837 0.0 0.0 0.0
H 0.894 -6.397 -0.496 0.0 0.0 0.0
C 1.832 -6.281 0.037 -0.1 0.0 -0.1
C 2.619 -5.947 -4.599 -0.1 0.0 0.0
C -1.803 -0.648 2.463 0.0 -0.1 0.0
C 3.354 1.568 -4.566 0.0 0.0 0.0
H -3.063 1.006 -1.483 0.0 0.0 0.0
H 0.966 7.255 -0.468 0.0 0.0 0.0
O 2.421 1.426 2.798 0.0 -0.1 0.2
O 0.776 -1.919 -0.734 0.0 -0.4 0.0
C 3.305 1.784 -3.181 0.0 0.0 0.0
O -1.392 -1.789 -0.903 0.3 -0.3 -0.2
H 0.431 -5.368 -2.745 0.0 0.0 -0.1
H -1.684 -0.803 -3.103 0.0 0.0 0.0
H -0.465 5.173 0.459 0.0 0.0 0.0
C 0.585 7.098 -3.825 0.0 0.0 0.0
C -2.875 -0.255 1.518 0.0 0.0 0.1
H 5.055 -7.466 -6.391 0.0 0.0 0.0
C 0.340 -1.454 2.688 0.1 -0.1 -0.1
O 2.219 2.614 0.779 0.1 0.2 -0.1
N -2.489 0.297 0.362 0.1 -0.2 0.1
C -0.461 3.568 -2.923 0.0 0.0 0.0
H -6.211 -0.424 1.033 0.0 0.0 0.0
Te -0.917 2.953 -0.933 -0.1 -0.1 0.0
H -0.095 5.382 -4.906 0.0 0.0 0.0
H 1.229 8.648 -2.485 0.0 0.0 0.0
C 4.750 -5.624 -3.570 0.0 0.1 0.1
H 5.639 -0.822 -3.912 0.0 0.0 0.0
H -2.920 -0.289 4.256 0.0 0.0 0.0
C -4.761 0.329 -0.363 0.0 0.0 0.0
C 4.586 -6.889 -5.605 0.0 0.0 0.0
H 4.202 1.932 -5.129 0.0 0.0 0.0
C -3.414 0.565 -0.558 0.0 0.1 0.0
Ge 2.580 -4.393 -2.093 -0.1 0.0 0.2
C -4.210 -0.518 1.796 0.0 0.1 0.0
H 4.118 2.306 -2.695 0.0 0.0 0.0
H 5.167 -6.012 1.940 0.0 0.0 0.0
H 4.136 -2.757 -4.056 0.0 0.0 0.0
H -4.483 -0.980 2.733 0.0 0.0 0.0
H 1.544 -5.804 -4.629 0.0 0.0 0.0
```
Forces are in eV/Å.

As for the multiplicity: 6. The calculation puts the calculated total energy at -5690.36161 Ha. The calculation puts the relative energy (zero: lowest compared OMol25 entry of this formula, charge and spin) at 4.51 kcal per mole. The value obtained for the LUMO energy (spin up / spin down) is -2.880 / -4.398 eV. As for the expectation value of S²: 8.760. The charge is +1.

---

[3]
ORCA calculation (ωB97M-V with the def2-TZVPD basis set) on a molecular structure, C12H6IrN3O8S at a distorted geometry.

```
31
Properties=species:S:1:pos:R:3:forces:R:3
O -1.945 0.246 -0.501 -0.3 1.3 2.9
H 1.852 -0.779 4.465 0.2 -1.4 0.9
O -5.355 5.439 -0.344 -4.5 0.4 -1.0
C -2.809 1.265 0.070 0.7 -2.9 -4.0
C 4.589 -1.417 2.477 -1.0 2.6 4.4
H -4.443 2.918 -0.381 1.2 0.3 1.9
C -3.462 3.300 0.103 -8.5 8.0 -4.0
C -1.004 2.885 0.343 1.1 -0.9 -7.7
C 3.832 -0.816 1.477 2.3 -3.5 -0.9
S 0.071 -0.611 2.173 -4.7 -0.9 4.9
H 4.503 -1.094 0.748 0.3 0.7 -3.8
C 3.963 -1.319 3.778 -6.6 4.6 -8.6
C -2.438 2.701 -0.302 6.7 -8.5 5.1
H -1.825 6.267 -0.114 2.3 -0.3 -0.5
O 1.223 4.996 -1.456 -4.3 -2.6 4.2
O 1.139 5.083 1.066 -2.5 -2.1 -5.0
C -1.489 5.220 -0.206 -11.0 4.9 0.5
C 2.474 -1.302 3.731 0.1 5.4 -2.7
O 1.960 -0.879 -0.155 -0.2 1.1 4.9
C -3.381 4.776 -0.098 8.8 -2.7 1.3
O -3.888 1.007 0.489 0.2 -1.4 0.9
N -4.147 5.688 -0.447 -0.3 1.5 2.7
N 2.521 -0.891 1.227 -3.6 2.5 -0.1
N 0.504 4.577 -0.481 8.3 4.5 0.3
O 0.217 1.931 -0.250 -3.7 1.4 2.5
Ir -0.127 -0.186 0.255 -1.1 2.6 -9.2
C 1.605 -0.603 2.315 11.1 -4.5 1.9
H 4.088 -2.067 4.268 3.2 -8.0 8.0
O -4.070 6.991 -0.201 0.4 -0.2 -1.1
H 5.664 -1.759 2.545 -1.3 0.8 -1.2
C -0.894 4.162 -0.489 6.9 -2.6 2.6
```
Forces are in eV/Å.

As for the multiplicity: 5. The calculation puts the calculated total energy at -1728.29486 Ha. The value obtained for the LUMO energy (spin up / spin down) is -1.850 / -3.038 eV. As for the expectation value of S²: 6.422. The charge is 0.